C32H35BN13Y | ωB97M-V/def2-TZVPD

Geometry (Å):
Y 0.169 0.507 0.377
N 1.946 0.894 -1.209
N 5.042 1.391 0.885
N -2.605 -1.055 3.485
N 3.196 -0.195 1.346
N -2.828 2.520 -2.234
N 2.012 -0.831 1.109
N 1.336 2.174 1.554
N 5.679 2.308 1.509
N 2.701 2.274 1.626
N -0.923 -0.207 2.331
N 3.129 1.337 -0.690
N -2.185 -0.488 -0.149
N -1.158 1.973 -0.895
C -2.853 0.199 -1.281
C 5.936 0.508 0.220
C -0.238 -0.936 6.340
C 0.073 5.375 -1.789
C 0.825 3.116 2.360
C 2.040 -1.980 1.790
C 0.901 -2.944 1.756
C 0.723 -0.108 4.264
C -1.454 -1.210 5.748
C 1.859 3.833 2.958
C -0.500 -0.382 3.656
C 8.039 2.971 1.863
C 3.247 -2.096 2.487
C -1.978 3.625 -2.225
C 3.019 3.269 2.473
C -2.179 -0.618 2.294
C -2.046 4.856 -2.864
C -3.029 -0.482 1.071
C 0.833 -0.391 5.610
C -2.297 1.580 -1.443
C 3.844 1.933 -1.668
C 7.048 2.069 1.284
C 0.851 0.790 -3.432
C -1.556 -0.917 4.394
C 1.956 1.194 -2.513
C 3.934 -0.945 2.194
C 0.130 4.150 -1.154
C -0.647 3.273 2.542
C -0.925 3.270 -1.383
C -0.999 5.723 -2.628
C 3.143 1.851 -2.844
C 7.198 0.923 0.466
B 3.479 1.224 0.807
H -3.526 -1.413 3.692
H 4.045 3.521 2.671
H 1.762 -0.188 6.124
H 5.550 -0.319 -0.355
H 3.445 2.211 -3.813
H -3.937 0.233 -1.148
H 8.117 0.482 0.119
H -2.066 -1.460 -0.427
H 4.803 2.385 -1.473
H -2.673 -0.365 -2.199
H -2.870 5.125 -3.511
H 0.909 1.353 -4.361
H 3.572 -2.908 3.114
H -3.692 2.442 -2.750
H 4.905 -0.621 2.535
H 0.959 3.888 -0.510
H 0.932 -0.270 -3.682
H 8.107 3.874 1.238
H 0.384 -2.965 2.716
H 7.718 3.307 2.850
H -0.983 2.733 3.430
H 1.550 0.317 3.707
H 1.776 4.655 3.647
H -1.204 2.907 1.676
H -3.798 -1.257 1.034
H 0.184 -2.689 0.973
H 9.028 2.522 1.903
H -2.278 -1.624 6.312
H -3.545 0.481 1.122
H 1.265 -3.951 1.554
H -1.001 6.695 -3.100
H 0.871 6.089 -1.639
H -0.903 4.322 2.677
H -0.105 -1.141 7.393
H -0.128 0.972 -2.989

Atomic forces in eV per Å
0.218 -0.021 -0.086
-0.101 0.049 0.059
-0.030 -0.005 -0.013
-0.023 -0.026 0.032
-0.048 0.004 0.013
-0.051 0.003 -0.022
-0.013 -0.025 0.072
-0.053 -0.030 0.015
0.022 -0.028 -0.059
-0.073 -0.053 -0.016
0.002 -0.001 0.083
0.002 0.020 -0.040
-0.003 -0.095 -0.101
-0.074 0.082 -0.106
-0.007 0.022 -0.002
0.005 -0.115 -0.070
0.020 0.012 -0.019
-0.023 -0.011 -0.013
0.041 -0.029 0.001
0.013 -0.048 -0.002
0.073 0.002 0.001
0.044 0.031 -0.005
-0.031 -0.015 0.031
-0.007 0.030 0.019
-0.114 -0.052 0.060
-0.009 -0.029 0.031
-0.028 -0.005 0.024
0.074 -0.011 0.063
0.039 -0.015 -0.010
0.024 0.085 -0.014
-0.048 0.010 -0.038
0.013 0.041 0.065
-0.019 -0.013 0.010
0.009 0.015 0.005
0.003 -0.034 0.083
0.062 -0.007 0.014
0.036 -0.023 0.034
0.050 0.029 -0.092
0.007 -0.030 -0.021
0.027 0.051 -0.072
0.051 0.018 0.012
0.007 0.001 0.014
-0.108 -0.006 -0.027
0.037 0.002 0.025
-0.010 0.039 -0.047
-0.121 0.111 0.065
0.144 0.039 0.049
0.004 0.005 0.000
-0.012 0.004 0.002
0.002 -0.001 -0.002
0.006 0.005 0.003
-0.003 0.003 0.003
-0.002 -0.019 -0.003
0.022 0.019 0.012
-0.020 -0.015 0.059
0.000 -0.002 -0.011
0.032 0.006 -0.002
0.008 0.006 0.001
-0.013 0.002 -0.003
-0.010 -0.004 -0.004
0.001 0.000 0.002
-0.002 -0.007 0.010
-0.007 -0.003 0.006
0.005 0.005 -0.019
-0.021 0.005 -0.002
-0.005 0.010 -0.003
0.021 0.019 -0.004
0.008 -0.006 -0.003
-0.008 0.001 0.003
-0.002 -0.003 -0.002
-0.009 0.010 -0.003
-0.001 -0.002 -0.007
-0.007 -0.006 -0.001
-0.004 -0.012 -0.017
0.006 0.001 0.003
0.009 0.006 0.001
-0.021 -0.004 -0.012
-0.005 -0.002 -0.002
0.000 0.000 0.000
-0.007 0.001 -0.011
-0.004 0.000 0.000
0.007 0.007 -0.005

Total energy (eV): -54827.5576
Total charge: +3
HOMO (spin up / spin down) (eV): -16.14 / -16.14
Orbital gap (spin up / spin down) (eV): 8.733 / 5.110
Spin multiplicity: 2
LUMO level (spin up / spin down) (eV): -7.41 / -11.03
Expectation value of S²: 0.76

Partial charges, Mulliken, in e: 1.132 -0.805 1.125 -0.107 0.925 -0.052 -0.675 1.502 -1.156 0.303 1.529 1.207 -0.446 1.518 -1.413 -0.405 -0.634 -1.025 -0.031 0.662 -1.398 0.320 -1.198 -1.781 -0.557 -1.205 -1.432 0.884 0.089 -0.330 -1.210 -0.900 -1.280 -0.042 -0.037 0.500 -1.237 0.651 0.597 0.020 0.061 -1.223 -0.428 -0.578 -1.502 -1.074 -0.079 0.274 0.645 0.490 0.586 0.516 0.575 0.526 0.319 0.526 0.433 0.486 0.405 0.524 0.263 0.540 0.341 0.300 0.305 0.225 0.373 0.186 0.436 0.577 -0.059 0.584 0.169 0.411 0.496 0.321 0.504 0.437 0.474 0.494 0.456 0.073

H20O10 | ωB97M-V/def2-TZVPD

Geometry (Å):
O -1.438 -2.889 0.130
O 2.550 -0.538 0.181
O 2.488 0.868 -2.000
O 0.342 -1.792 -1.731
O 1.168 1.846 0.970
O -3.276 1.275 0.601
O -3.615 -1.465 0.872
O 2.046 3.454 -1.104
O -0.580 -1.084 1.831
O -0.745 0.358 -0.437
H 1.283 -1.874 -1.840
H 3.398 0.866 -2.176
H -2.542 1.026 0.090
H 2.060 2.618 -1.533
H 2.924 3.756 -1.305
H 2.120 0.037 0.793
H -1.193 -0.641 2.424
H 2.394 0.300 -1.252
H -4.356 -2.028 1.056
H 1.375 2.587 0.379
H 0.185 -0.936 -1.271
H -3.680 0.390 0.592
H -2.912 -1.917 0.301
H -1.146 -2.541 0.990
H -0.755 -2.537 -0.480
H -0.757 -0.040 0.460
H -0.072 1.037 -0.404
H 2.076 -1.396 0.184
H 0.245 -0.854 2.157
H 0.426 2.129 1.528

Atomic forces in eV per Å
0.320 0.130 -0.007
0.293 -1.961 -0.499
-1.795 1.159 -1.267
-0.357 0.159 0.518
-0.473 -0.250 0.590
-1.522 -0.105 0.942
1.341 0.423 -0.623
-0.434 1.240 0.777
-2.035 -0.138 -0.221
-0.289 -0.551 -0.133
0.521 -0.043 -0.306
2.007 -0.005 -0.539
2.087 0.220 -1.411
-0.252 -1.878 -0.944
0.592 0.657 0.165
-0.676 0.979 0.797
-0.588 -0.050 0.110
-0.076 -0.905 1.302
-0.212 -0.645 -0.199
0.352 0.407 -0.110
-0.229 -0.078 -0.506
-0.565 0.138 0.537
-1.211 -0.007 0.886
-0.203 -0.365 -0.371
-0.339 -0.424 -0.133
0.075 0.163 -0.533
0.250 0.402 0.207
0.343 0.741 0.158
2.733 0.524 1.069
0.344 0.062 -0.257

Total energy (eV): -20800.5535
HOMO (eV): -10.33
SMILES: O.O.O.O.O.O.O.O.O.O
Orbital gap (eV): 10.080
LUMO level (eV): -0.25

Partial charges, Mulliken, in e: -0.790 -0.694 -0.705 -0.675 -0.641 -0.668 -0.695 -0.685 -0.623 -0.822 0.301 0.299 0.347 0.407 0.290 0.300 0.311 0.400 0.271 0.343 0.460 0.403 0.430 0.385 0.409 0.365 0.409 0.330 0.228 0.310

C56H39BrCl5KN3O3P2S3 | ωB97M-V/def2-TZVPD

Geometry (Å):
Br 7.410 2.122 -3.541
K 0.882 -0.246 0.169
Cl 0.481 -2.136 -3.567
Cl 0.821 -5.274 -3.176
Cl -0.582 -2.212 1.587
Cl -4.271 -4.809 0.590
Cl -3.460 -6.355 -1.954
S 3.830 3.332 2.969
S 3.419 -2.876 3.970
S -0.008 1.891 -1.500
P -2.656 -0.050 -1.357
P -1.762 1.601 1.166
O 1.007 2.840 -1.954
O 1.494 0.163 -2.018
O 2.943 0.934 -0.532
N 2.241 1.557 2.045
N 4.825 -0.958 -4.350
N 2.601 -1.322 2.122
C 2.544 2.788 1.892
C 1.997 3.712 0.888
C -4.453 0.120 -1.705
C -5.989 1.442 3.062
C -2.743 -2.633 -0.234
C -2.855 -2.575 -2.764
C -0.292 1.708 -4.202
C 3.776 0.337 -2.639
C -6.706 -0.736 -1.710
C -1.136 -5.019 -1.265
C 5.892 0.969 -3.492
C 0.247 2.188 4.630
C 3.440 -1.180 4.247
C -7.197 0.536 -1.950
C -1.411 3.049 -1.189
C -6.319 1.603 -2.074
C 0.379 3.561 4.758
C -2.913 -4.162 -0.319
C -5.576 0.500 2.136
C -0.192 -2.953 -2.189
C 3.016 0.928 2.968
C -2.138 2.977 -0.004
C -0.378 1.660 3.518
C -3.113 3.946 0.235
C -0.833 1.301 -2.998
C -0.159 -4.291 -2.128
C 2.783 -2.564 2.363
C -3.321 4.978 -0.662
C -2.628 -4.796 -1.701
C 5.848 -0.124 -4.341
C 2.975 -0.510 3.149
C -2.588 5.042 -1.835
C -0.873 -2.141 -1.205
C -5.343 -0.945 -1.582
C -1.449 -4.377 0.098
C 2.641 0.509 -1.650
C 4.854 1.210 -2.614
C -4.959 1.398 -1.941
C -2.915 -3.900 -2.859
C 2.529 -3.664 1.409
C -1.642 4.069 -2.096
C -5.096 2.406 3.498
C -0.112 4.398 3.768
C -2.171 0.787 -5.358
C -2.384 -1.889 -1.540
C -1.270 -2.849 0.080
C -3.811 2.455 2.988
C -0.896 2.492 2.529
C -4.293 0.554 1.624
C 3.928 1.738 3.589
C -2.704 0.371 -4.152
C -3.401 1.543 2.016
C -0.945 1.433 -5.390
C 3.813 -0.728 -3.531
C -0.753 3.870 2.660
C -2.018 0.574 -2.954
H 0.633 1.532 5.399
H -3.435 -2.154 0.458
H -2.715 0.600 -6.274
H -0.881 -6.076 -1.189
H -6.252 -0.274 1.806
H 2.991 -1.426 -3.575
H 2.452 -3.255 0.404
H 2.423 4.705 1.002
H -1.144 4.533 1.897
H 3.804 -0.788 5.175
H -5.402 3.133 4.239
H -3.068 -1.982 -3.638
H -0.523 1.754 -6.332
H -3.679 -0.097 -4.139
H -8.263 0.696 -2.040
H -3.715 3.900 1.129
H -4.062 5.733 -0.441
H -0.486 0.590 3.408
H 4.859 2.036 -1.920
H 6.658 -0.336 -5.026
H -6.998 1.422 3.448
H 4.663 1.480 4.325
H -0.002 5.470 3.866
H 2.233 3.319 -0.102
H -2.754 5.844 -2.539
H -4.976 -1.946 -1.407
H 0.913 3.754 0.951
H -3.214 -4.384 -3.777
H -6.699 2.598 -2.262
H 1.595 -4.168 1.648
H -4.272 2.230 -2.032
H -1.054 4.097 -3.000
H 3.333 -4.396 1.456
H 0.646 2.244 -4.179
H -3.970 -0.182 0.902
H -3.129 3.211 3.353
H 0.866 3.986 5.624
H -7.384 -1.573 -1.610
H -1.169 -4.925 0.995

Atomic forces in eV per Å
-0.104 -0.064 0.004
-0.413 -0.605 1.753
-0.017 -0.014 -0.430
0.049 -0.135 -0.093
-0.061 -0.202 1.297
-0.191 0.104 0.275
-0.008 -0.197 -0.122
-0.430 -0.483 -0.208
-0.147 0.380 -0.464
-2.169 0.638 -0.242
-0.545 -0.806 -0.798
0.020 0.491 0.965
1.198 0.808 -0.541
0.505 -0.164 -1.615
0.624 0.560 0.242
-0.561 -0.568 -0.339
0.073 -0.407 -0.390
-0.239 0.403 -0.762
0.734 0.675 0.614
-0.092 -0.017 -0.431
0.121 0.110 0.222
-0.064 -0.038 -0.002
-0.315 0.345 0.060
-0.193 -0.106 -0.137
0.348 0.083 0.043
0.099 0.005 0.016
-0.221 -0.003 0.052
0.350 0.091 -0.065
0.113 0.149 0.002
-0.015 -0.047 0.166
-0.184 -0.179 -0.179
-0.123 -0.043 -0.015
0.078 -0.065 0.440
-0.069 0.126 0.021
0.071 0.080 0.040
-0.254 -0.135 0.125
-0.193 -0.050 0.020
0.260 -0.058 0.406
0.744 0.794 0.473
0.129 -0.148 -0.027
-0.152 0.100 -0.036
-0.025 0.051 -0.053
-0.107 -0.414 -0.188
0.157 0.130 0.038
0.344 -0.553 0.840
-0.145 0.009 0.129
-0.210 -0.073 -0.233
0.260 0.212 0.033
0.359 -0.569 0.926
0.089 -0.103 -0.083
-0.102 -0.810 0.020
0.191 0.042 -0.031
0.271 -0.242 0.237
0.802 -0.012 -0.634
-0.037 -0.135 -0.078
0.016 -0.069 -0.037
-0.212 0.017 -0.051
-0.116 -0.249 -0.139
0.107 0.106 -0.173
-0.047 0.096 0.102
0.006 0.136 0.039
-0.056 -0.037 -0.140
-0.068 0.591 0.091
0.205 0.042 -0.758
0.024 -0.109 0.043
-0.056 0.092 -0.165
0.079 -0.084 -0.031
-0.191 0.157 -0.106
0.086 0.056 -0.029
0.048 -0.173 -0.054
-0.101 0.035 0.047
-0.293 0.175 0.207
-0.080 -0.098 0.054
0.001 0.027 0.010
0.045 -0.047 0.029
0.030 -0.090 0.085
-0.013 0.010 -0.038
-0.148 0.057 -0.040
-0.070 -0.074 -0.060
-0.131 -0.038 0.071
0.012 -0.065 -0.048
-0.095 0.134 -0.015
0.008 -0.006 0.012
0.007 0.181 0.157
-0.020 0.037 0.056
-0.030 -0.035 -0.158
0.069 -0.002 -0.037
0.004 -0.029 0.012
-0.058 0.016 -0.020
-0.009 0.011 0.014
-0.087 0.056 0.002
0.049 -0.163 0.003
0.031 0.050 0.082
0.088 0.070 -0.013
-0.064 -0.035 0.051
0.154 -0.164 0.096
0.019 0.060 0.001
0.079 0.038 -0.059
-0.007 0.068 -0.089
-0.016 -0.047 0.022
0.016 0.113 -0.010
0.056 0.025 -0.124
-0.005 0.036 -0.006
-0.088 -0.039 -0.019
0.028 0.109 0.007
0.087 0.061 -0.114
0.037 -0.042 -0.118
0.091 0.058 -0.025
-0.076 -0.013 0.038
0.037 0.020 -0.008
0.074 0.005 0.073
-0.035 -0.026 -0.022
-0.025 0.050 0.037

Total energy (eV): -269381.8572
Total charge: -1
HOMO (eV): -4.27
Orbital gap (eV): 6.162
LUMO level (eV): 1.89

Atomic partial charges in e from the Mulliken method, atoms 1 to 99: -0.233 1.891 -0.213 -0.281 -0.234 -0.312 -0.241 -0.376 -0.312 1.848 1.331 1.074 -0.876 -0.021 -0.537 0.893 -0.665 0.250 0.582 -0.250 0.980 -0.910 -2.197 -0.446 -0.416 0.037 -0.725 -0.667 -0.117 -0.472 -0.669 -0.729 -0.331 -0.757 -0.943 0.275 -0.420 -0.418 -0.405 0.472 -0.899 -0.427 -0.544 -0.452 0.483 -0.895 1.070 -0.189 -0.199 -1.133 -1.238 -0.623 -0.868 0.309 -0.375 -0.447 -1.643 -1.057 -0.705 -0.725 -0.737 -1.024 1.146 1.397 -0.735 1.168 0.421 -0.704 -0.345 -0.193 -1.061 -0.131 -0.188 0.682 0.420 1.359 0.415 0.958 0.498 0.587 0.066 0.633 0.250 0.471 0.438 0.161 0.422 0.405 0.355 0.416 0.458 0.382 0.546 0.387 0.368 0.519 0.404 -0.143 0.402

C5H15NO2 | ωB97M-V/def2-TZVPD

Geometry (Å):
O 1.236 0.577 2.364
O -1.741 -2.823 0.595
N -1.342 0.148 -0.190
C 0.835 -0.761 -0.479
C -2.134 1.236 0.366
C 2.243 -0.683 -1.004
C -0.003 0.276 -0.630
C 0.361 1.671 -1.028
H 0.452 0.271 1.889
H -1.861 1.566 1.372
H 2.324 -0.722 -2.084
H 1.085 1.747 -1.828
H 2.870 -1.470 -0.580
H -1.572 -3.392 -0.129
H 0.493 -1.618 0.083
H -2.227 2.079 -0.312
H -1.180 -3.097 1.315
H -0.507 2.183 -1.445
H 1.945 0.231 1.852
H 0.655 2.208 -0.126
H -1.546 -0.721 0.274
H 2.749 0.261 -0.767
H -3.136 0.832 0.493

Atomic forces in eV per Å
-1.049 0.394 0.737
-0.678 1.116 0.875
0.298 0.468 -0.114
0.411 0.946 -0.621
-0.413 -0.520 -0.014
0.468 0.068 0.437
-1.115 -0.233 1.317
-0.568 0.021 -0.641
0.168 0.081 0.004
0.468 0.240 -0.032
-0.145 -0.369 -0.356
0.559 -0.183 0.219
-0.023 -0.059 -0.142
0.344 -0.878 -1.047
0.027 -0.259 -0.263
0.150 0.088 0.066
0.284 -0.299 0.284
-0.072 -0.028 0.150
0.895 -0.408 -0.681
0.277 0.136 -0.130
0.098 -0.329 -0.201
-0.180 -0.017 0.274
-0.203 0.025 -0.122

Total energy (eV): -11012.5697
HOMO (eV): -7.54
SMILES: C/C=C(\C)NC.O.O
Orbital gap (eV): 8.165
LUMO level (eV): 0.63

Partial charges, Mulliken, in e: -0.667 -0.659 -0.262 0.051 -1.040 -1.359 0.412 -1.508 0.362 0.305 0.375 0.437 0.339 0.308 0.326 0.292 0.310 0.376 0.314 0.263 0.328 0.318 0.380

- Look up the total energy of the second one.
  -20800.5535 eV